Entry i
Here is an isolated molecule of C3H9N3OS from the Open Molecules 2025 dataset. Energies are from ωB97M-V/def2-TZVPD.

Structure (XYZ):
```
17
Properties=species:S:1:pos:R:3:nbo_charge:R:1
C -0.4615 0.2509 1.4973 0.106
C 0.4451 0.7788 -0.5582 -0.066
C -1.9533 0.5794 -0.3009 -0.440
N 0.5872 -0.6517 -0.9772 -0.520
N -0.6843 0.8461 0.3609 -0.313
N 0.9136 -1.4960 0.0628 -0.192
O 2.3157 -1.3928 0.3174 -0.651
S 1.9810 1.5073 -0.0268 -0.457
H 0.5546 0.2099 1.9370 0.260
H -1.2506 0.1019 2.2494 0.201
H -0.1185 1.3045 -1.4651 0.189
H -1.7726 -0.1675 -1.1282 0.251
H -2.5569 0.0767 0.5846 0.212
H -2.4230 1.4458 -0.8308 0.235
H 1.3205 -0.6147 -1.6759 0.372
H 0.6464 -2.4103 -0.1959 0.361
H 2.4564 -0.3683 0.1496 0.453
```

Values from the calculation:
* total charge: 0
* Kohn-Sham gap: 6.84 eV
* 2S+1: 1
* E_HOMO: -0.280 hartree
* lowest unoccupied orbital energy: -0.79 eV

---

Entry ii
Here is an isolated molecule of C3H9N3OS from the Open Molecules 2025 dataset. Energies are from ωB97M-V/def2-TZVPD.

Structure (XYZ):
```
17
Properties=species:S:1:pos:R:3:nbo_charge:R:1
C 0.4003 1.9027 -1.7438 -0.435
C -1.3311 0.2104 -0.8410 -0.285
C -0.4541 -0.2825 0.1981 0.344
H 1.4085 1.8177 -2.4240 0.202
H 0.8122 1.9261 -0.7697 0.211
H -0.1979 2.8369 -1.8934 0.199
H -1.2117 0.8757 -2.8854 0.384
H -1.9071 1.0332 -0.4157 0.211
H -2.1128 -0.4425 -1.1931 0.227
H 1.4494 -0.9415 0.2052 0.342
H 0.4383 -0.9800 -1.9414 0.484
H 0.2236 0.8263 3.3685 0.119
N -0.5279 0.6683 -2.0793 -0.680
N 0.4097 -1.3474 -0.0761 -0.313
N -0.3813 0.3897 1.2937 -0.642
O 0.3358 -1.7545 -1.3769 -0.565
S 0.6386 -0.1171 2.4573 0.197
```

Values from the calculation:
* total charge: 0
* Kohn-Sham gap: 9.12 eV
* 2S+1: 1
* SMILES: CNC/C(=N/S)NO
* E_HOMO: -0.308 hartree
* lowest unoccupied orbital energy: 0.75 eV

---

Stability comparison, relative energies in hartree: entry i 0.0572; entry ii 0.0000